No. 1
Below is an isolated molecule of CH4N2O, with properties calculated with wB97M-V/def2-TZVPD.

Structure (XYZ):
```
8
Properties=species:S:1:pos:R:3
N -0.4576 0.1506 -1.2277
C 0.0676 -0.0691 -0.0021
N -0.0678 0.8557 1.0464
O 0.6326 -1.1497 0.1951
H -0.1121 -0.4754 -1.9172
H -1.2959 0.6826 -1.4036
H 0.8226 1.1220 1.4380
H -0.6967 0.5987 1.7860
```

Output
**Energy above the lowest of the compared OMol25 structures with the same formula, charge and spin**: 0.747 eV
**Lowest unoccupied orbital energy**: 0.9 eV
**SMILES**: NC(N)=O
**HOMO level**: -0.345 Ha
**Strongest force on any atom**: 3.4 eV/Å
**Total charge**: 0
**E_tot**: -6129.760 eV

Here are the Mulliken charges for atoms 1 to 6, given in e:
1 N -0.36
2 C 0.54
3 N -0.56
4 O -0.59
5 H 0.23
6 H 0.22


No. 2
Below is a structure of composition C25H30NS2V, with properties calculated with wB97M-V/def2-TZVPD.

Structure (XYZ):
```
59
Properties=species:S:1:pos:R:3
V 0.3773 -0.2211 0.7973
C -3.7457 2.4268 -0.6742
C -2.2605 2.7544 -0.7850
C -1.6940 2.1704 -2.0833
C -1.4543 2.2995 0.4161
C -0.0869 2.5757 0.4758
C 0.6834 2.2136 1.5769
C 0.1290 1.4995 2.6459
C 0.9457 1.0918 3.8437
C -1.2308 1.1764 2.5564
C -2.0094 1.5945 1.4841
H -4.2719 2.8048 -1.5506
H -4.2008 2.8780 0.2089
H -3.9034 1.3468 -0.6366
H -2.1522 3.8443 -0.8254
H -1.7803 1.0825 -2.0753
H -0.6436 2.4228 -2.2309
H -2.2545 2.5500 -2.9386
H 0.4017 3.0753 -0.3519
H 1.7391 2.4548 1.5865
H 0.5740 1.5889 4.7410
H 1.9932 1.3613 3.7168
H 0.8829 0.0150 4.0113
H -1.6783 0.5698 3.3348
H -3.0526 1.3167 1.4671
S -1.5026 -1.1168 -0.2484
C -1.3076 -2.8313 0.0921
C -2.1334 -3.7457 -0.5610
C -2.0274 -5.0997 -0.3069
C -1.0875 -5.5630 0.6064
C -0.2621 -4.6659 1.2597
C -0.3631 -3.2965 1.0117
S 0.7151 -2.2009 1.8804
H -2.8626 -3.3790 -1.2726
H -2.6765 -5.7951 -0.8233
H -0.9969 -6.6224 0.8080
H 0.4764 -5.0128 1.9714
C 4.3684 -1.8491 0.7218
N 4.6339 -0.5349 1.2830
C 5.9354 -0.0419 0.8766
C 3.5459 0.4158 1.0897
C 3.0394 0.6024 -0.3319
C 3.8338 1.2629 -1.2658
C 3.4272 1.3551 -2.5893
C 2.2194 0.7927 -2.9818
C 1.3997 0.1878 -2.0374
C 1.7828 0.0976 -0.6961
H 5.1411 -2.5402 1.0620
H 4.3657 -1.8496 -0.3786
H 3.4005 -2.2106 1.0654
H 6.7068 -0.7027 1.2762
H 6.1002 0.9569 1.2843
H 6.0670 -0.0025 -0.2153
H 3.8852 1.3709 1.5069
H 2.7157 0.0670 1.7270
H 4.7717 1.7096 -0.9580
H 4.0502 1.8619 -3.3156
H 1.9088 0.8449 -4.0184
H 0.4424 -0.2157 -2.3456
```

Output
**Lowest unoccupied orbital energy (spin up / spin down)**: -0.3 / 0.0 eV
**Spin multiplicity**: 3
**HOMO level (spin up / spin down)**: -0.274 / -0.274 Ha
**Strongest force on any atom**: 0.5 eV/Å
**Total charge**: 0
**E_tot**: -75260.440 eV

Here are the Mulliken charges for atoms 1 to 6, given in e:
1 V -0.19
2 C -1.75
3 C 0.71
4 C -1.23
5 C 0.68
6 C -0.63


No. 3
Below is an isolated molecule of C5H7FO2, with properties calculated with wB97M-V/def2-TZVPD.

Structure (XYZ):
```
15
Properties=species:S:1:pos:R:3
C 0.8829 -1.1959 -2.3791
C 0.8166 -0.7710 -1.1008
O 1.4589 0.1719 -0.3718
C 1.0122 0.2968 0.9831
C -0.3847 -0.3947 1.0402
C -1.5054 0.5321 0.8710
F -0.4367 -1.4289 1.8830
O -0.2671 -1.2576 -0.4529
H 0.1463 -1.8343 -2.7050
H 1.6932 -1.1515 -3.0154
H 0.9041 1.2699 1.3910
H 1.7529 -0.1271 1.5535
H -2.3992 0.0128 0.2882
H -1.2796 1.3582 0.2743
H -1.7546 0.8041 1.8312
```

Output
**Energy above the lowest of the compared OMol25 structures with the same formula, charge and spin**: 1.757 eV
**Lowest unoccupied orbital energy**: 0.7 eV
**SMILES**: C=C1OC[C@](C)(F)O1
**HOMO level**: -0.293 Ha
**Strongest force on any atom**: 6.0 eV/Å
**Total charge**: 0
**E_tot**: -12108.221 eV

Here are the Mulliken charges for atoms 1 to 6, given in e:
1 C -1.10
2 C 0.80
3 O -0.41
4 C -0.75
5 C 1.14
6 C -1.36


No. 4
Below is a cluster of 2 separate species, C4H12 in total, with properties calculated with wB97M-V/def2-TZVPD.

Structure (XYZ):
```
16
Properties=species:S:1:pos:R:3
C 1.9484 0.4724 0.7249
C 2.3034 1.2432 -0.5924
H 2.8163 0.1315 1.2770
H 1.2073 1.0504 1.3795
H 1.3223 -0.4429 0.5125
H 1.4159 1.4451 -1.1835
H 2.8638 0.7087 -1.2645
H 2.7238 2.2001 -0.3159
C -1.5847 -1.4096 -0.2499
C -2.5448 -0.3019 0.0532
H -0.6097 -1.2257 0.1843
H -2.2282 -2.1877 0.0514
H -1.2818 -1.5303 -1.1733
H -2.7262 -0.4136 1.0866
H -2.0989 0.6436 -0.0432
H -3.5268 -0.3833 -0.4467
```

Output
**Energy above the lowest of the compared OMol25 structures with the same formula, charge and spin**: 1.150 eV
**Lowest unoccupied orbital energy (spin up / spin down)**: 4.4 / 4.5 eV
**Spin multiplicity**: 2
**HOMO level (spin up / spin down)**: 0.056 / -0.282 Ha
**Strongest force on any atom**: 5.3 eV/Å
**Total charge**: -1
**E_tot**: -4339.887 eV

Here are the Mulliken charges for atoms 1 to 6, given in e:
1 C -2.45
2 C -2.15
3 H 1.00
4 H 0.67
5 H 0.10
6 H 0.54


No. 5
Below is a cluster of 10 separate species, C42H91N4O10S2 in total, with properties calculated with wB97M-V/def2-TZVPD.

Structure (XYZ):
```
149
Properties=species:S:1:pos:R:3
C 8.0320 -1.6243 1.2512
C 7.2063 -1.3847 2.3890
C 5.8963 -0.4572 2.4235
C 6.1128 1.0193 1.8364
C 5.4610 1.4462 0.4333
C 4.6042 0.3949 -0.4240
C 3.1872 0.0653 0.2644
C 1.9299 0.8043 -0.3975
S 1.7731 2.5491 0.2610
C 0.6032 2.5309 1.7189
S 0.5830 3.7476 2.8722
N -0.2819 1.3293 1.7814
C -1.3071 1.1834 0.7631
C -1.9149 -0.1742 1.2013
N -1.2041 -0.6398 2.3906
C -0.1773 0.2877 2.7881
C 6.5838 2.2932 -0.3269
N 7.6354 2.3677 0.4988
C 7.5826 1.6670 1.8321
O 7.6427 2.4749 3.0450
C 7.5261 3.8452 2.7472
N 7.4309 5.0138 2.4852
H 9.1674 -1.5383 1.3984
H 7.6489 -1.9335 0.2237
H 7.4963 -1.9451 3.3568
H 5.6352 -0.3265 3.5426
H 5.0270 -1.0381 1.9663
H 5.5280 1.6919 2.5737
H 4.6735 2.2634 0.6617
H 5.2004 -0.5475 -0.7323
H 4.3582 0.9199 -1.4281
H 3.0300 -1.0698 0.1653
H 3.2773 0.2591 1.4009
H 1.0033 0.1572 -0.1450
H 1.9825 0.8272 -1.5480
H -1.5438 1.8707 -0.1141
H -2.7650 -0.7223 0.6611
H 0.5499 0.2494 3.6600
H 6.5349 2.7750 -1.3620
H 8.4368 2.8863 0.1066
H 8.4950 0.9814 1.8386
C -4.8780 -2.9779 -3.0229
C -3.6714 -2.6990 -2.1428
C -3.8216 -3.3458 -0.7749
O -3.5168 -1.2881 -1.9876
H -5.7903 -2.5689 -2.5757
H -4.7605 -2.4968 -3.9975
H -5.0161 -4.0511 -3.1769
H -2.7663 -3.0744 -2.6293
H -4.6959 -2.9517 -0.2502
H -2.9519 -3.1265 -0.1485
H -3.9263 -4.4303 -0.8605
H -4.3135 -0.9465 -1.5583
C 9.1530 2.3304 6.8217
C 7.7361 2.5036 7.3458
C 6.9617 1.1961 7.2905
O 7.0596 3.4888 6.5672
H 9.1454 2.0082 5.7746
H 9.6939 3.2797 6.8564
H 9.7042 1.5921 7.4096
H 7.7675 2.8687 8.3758
H 6.8786 0.8349 6.2594
H 5.9422 1.3379 7.6592
H 7.4469 0.4237 7.8926
H 7.0266 3.1750 5.6542
C -6.9945 -5.8904 0.4416
C -5.7875 -5.6100 1.3231
C -5.9373 -6.2589 2.6899
O -5.6335 -4.2004 1.4811
H -7.9075 -5.4839 0.8889
H -6.8785 -5.4085 -0.5334
H -7.1299 -6.9640 0.2872
H -4.8821 -5.9835 0.8361
H -6.8131 -5.8660 3.2155
H -5.0689 -6.0397 3.3165
H -6.0408 -7.3437 2.6028
H -6.4295 -3.8601 1.9113
C -2.3393 -0.7066 -7.3096
C -3.8531 -0.8378 -7.3676
C -4.5259 0.5248 -7.3977
O -4.3112 -1.5656 -6.2301
H -2.0275 -0.1769 -6.4034
H -1.8694 -1.6936 -7.2760
H -1.9560 -0.1659 -8.1791
H -4.1383 -1.4090 -8.2554
H -4.2900 1.0967 -6.4941
H -5.6135 0.4141 -7.4272
H -4.2094 1.1034 -8.2694
H -4.0652 -1.0677 -5.4378
C 10.7930 6.9691 3.9106
C 11.6324 6.4740 2.7444
C 11.2796 7.2046 1.4585
O 11.4188 5.0734 2.5683
H 9.7279 6.7939 3.7260
H 11.0484 6.4275 4.8254
H 10.9460 8.0374 4.0827
H 12.6931 6.6160 2.9681
H 10.2307 7.0384 1.1904
H 11.8821 6.8301 0.6264
H 11.4483 8.2798 1.5562
H 10.4822 4.9403 2.3703
C 3.0676 -0.1702 -7.3600
C 1.6611 -0.0490 -7.9258
C 1.4866 -0.9109 -9.1662
O 1.3984 1.3134 -8.2547
H 3.8120 0.1664 -8.0888
H 3.1816 0.4634 -6.4759
H 3.2938 -1.2030 -7.0819
H 0.9326 -0.3468 -7.1663
H 2.1762 -0.6000 -9.9578
H 0.4755 -0.8047 -9.5680
H 1.6652 -1.9659 -8.9426
H 2.0377 1.5864 -8.9263
C -5.2822 4.0569 1.3689
C -4.4134 3.5939 0.2103
C -4.7623 4.3317 -1.0729
O -4.5911 2.1923 0.0148
H -6.3400 3.8608 1.1662
H -5.0284 3.5105 2.2812
H -5.1552 5.1265 1.5550
H -3.3592 3.7573 0.4534
H -5.8021 4.1450 -1.3601
H -4.1381 3.9808 -1.8995
H -4.6197 5.4095 -0.9601
H -5.5209 2.0370 -0.2007
C -9.2258 -7.2804 5.5204
C -7.9661 -7.3644 6.3682
C -8.2671 -7.0980 7.8347
O -7.0141 -6.4117 5.8986
H -9.6694 -6.2810 5.5783
H -8.9929 -7.4625 4.4676
H -9.9702 -8.0117 5.8455
H -7.5155 -8.3548 6.2596
H -8.6776 -6.0924 7.9726
H -7.3517 -7.1503 8.4301
H -8.9828 -7.8240 8.2292
H -7.4030 -5.5315 5.9904
C -7.0253 1.7965 -4.5770
C -7.4178 0.3688 -4.2297
C -8.4569 -0.1714 -5.1991
O -7.9414 0.3304 -2.9027
H -7.8904 2.4653 -4.5205
H -6.2863 2.1754 -3.8652
H -6.6039 1.8562 -5.5836
H -6.5308 -0.2710 -4.2481
H -9.3725 0.4282 -5.1640
H -8.7376 -1.1933 -4.9306
H -8.0785 -0.1706 -6.2245
H -8.7267 0.8933 -2.8761
```

Output
**Lowest unoccupied orbital energy**: -5.1 eV
**HOMO level**: -0.380 Ha
**Strongest force on any atom**: 6.6 eV/Å
**Total charge**: +1
**E_tot**: -93119.075 eV

Here are the Mulliken charges for atoms 1 to 6, given in e:
1 C -0.77
2 C -0.38
3 C -0.39
4 C 0.06
5 C 0.46
6 C -0.61